C2H3IN2O as an isolated structure, computed with ωB97M-V/def2-TZVPD.

Results
**Energy relative to the best compared isomer or geometry (same formula, charge and spin)**: 496.85 kJ/mol
**Net charge**: 0
**Max |F|**: 3.32 eV/Å

```
9
Properties=species:S:1:pos:R:3:nbo_charge:R:1
C 0.794 0.372 0.226 0.08
C 0.185 -0.991 0.287 -0.07
N 0.166 1.193 -0.454 -0.14
N -0.864 1.004 -1.095 -0.24
O -0.883 -1.170 -0.392 -0.60
I -2.566 1.639 -0.506 0.43
H 1.744 0.539 0.715 0.22
H 1.155 -1.380 -0.198 0.16
H 0.267 -1.206 1.417 0.16
```